one | A single C5H10N2O molecule, computed with wB97M-V/def2-TZVPD.

ORCA input file:
```
! wB97M-V def2-TZVPD RIJCOSX def2/J DEFGRID3
* xyz 0 1
C 1.6375 -1.1093 -0.3029
C 0.1850 1.4519 1.2778
N 0.4436 -0.3132 -0.5054
C -0.1659 -0.1705 -1.6531
C -0.4703 0.2337 0.6723
C -1.1887 -0.6179 1.4360
O -1.5258 0.4917 -0.9499
N -0.1204 -0.4742 -2.8572
H -1.5795 1.4530 -0.8420
H -1.0092 -0.4122 -3.3448
H 2.5023 -0.4766 -0.0879
H 1.8783 -1.7293 -1.1704
H 1.4417 -1.7728 0.5455
H -0.4850 1.9424 1.9875
H 0.4615 2.1717 0.5042
H 1.0919 1.1685 1.8173
H -1.3742 -0.3863 2.4767
H -1.7229 -1.4505 0.9963
*
```

SMILES string: [H]/N=C(\O)N(C)C(=C)C

two | A single C5H10N2O molecule, computed with wB97M-V/def2-TZVPD.

ORCA input file:
```
! wB97M-V def2-TZVPD RIJCOSX def2/J DEFGRID3
* xyz 0 1
C -1.0018 1.2580 -0.8929
C 0.3283 1.2772 -1.1313
C -1.4215 0.2678 0.1084
C 2.2079 0.2928 0.3308
C -0.2891 -1.8855 0.1064
N 0.9733 0.2722 -0.4361
N -0.1996 -0.4397 0.3649
O -1.9691 0.8750 1.2830
H -1.7181 1.6925 -1.5105
H 0.8064 1.9510 -1.8066
H -2.0073 -0.5751 -0.2939
H 2.5154 -0.5792 0.7369
H 3.0398 0.6833 -0.2530
H 2.2199 1.1198 1.0459
H -0.4778 -2.1035 -0.9020
H 0.5175 -2.2948 0.5571
H -1.1555 -2.1071 0.7351
H -2.3688 0.2954 1.9578
*
```

SMILES string: CN1C=C[C@H](O)N1C

three | A molecular structure, C5H10N2O, computed with wB97M-V/def2-TZVPD.

ORCA input file:
```
! wB97M-V def2-TZVPD RIJCOSX def2/J DEFGRID3
* xyz 0 1
O -0.5564 -3.4033 -0.0123
C 0.0998 -2.9037 0.8765
C 0.3611 -1.4911 1.0074
C 0.3917 -0.5846 -0.0898
C -0.6738 0.5914 -0.1143
C -0.1636 1.6292 0.9607
N -1.2600 0.9717 1.4071
N 0.4391 1.7400 -2.1229
H 0.5891 -3.4988 1.6767
H 0.1315 -1.0575 1.9872
H 1.4064 -0.1337 -0.1110
H 0.2618 -1.1839 -0.9963
H -0.3191 1.2960 -1.1589
H -1.6118 0.0842 -0.3198
H -0.3785 2.6926 0.7812
H 0.7769 1.5402 1.5168
H 0.3043 1.0407 -2.8453
H 0.2016 2.6705 -2.4428
*
```

The structure shown above that is most stable: two.